Here is C24H23ClDyN2OP as an isolated structure from the Open Molecules 2025 dataset. Energies are from ωB97M-V/def2-TZVPD.

Structure (XYZ):
```
53
Properties=species:S:1:pos:R:3:forces:R:3
Dy -1.61507 -0.76213 0.39967 -2.3 2.9 3.3
Cl -2.20917 0.75188 2.24262 0.0 -0.4 -0.5
P 0.07466 1.28516 -0.74105 0.5 0.7 -1.6
C -1.32040 0.60691 -1.73318 -0.2 -0.3 0.1
C -1.12702 -0.56163 -2.50302 -0.4 0.5 0.0
C -2.21101 -1.40042 -2.78751 0.1 0.0 -0.1
C -3.44853 -1.17162 -2.18547 -0.3 -0.2 0.1
C -3.65630 -0.03028 -1.38882 0.0 0.7 -0.4
C -2.63180 0.92124 -1.25539 -0.1 -0.4 -0.2
C -0.15987 3.06990 -1.01552 0.0 0.8 0.6
C 0.60771 3.95919 -0.23147 -0.4 -0.2 -0.1
C 0.40299 5.33561 -0.32984 0.0 0.0 -0.2
C -0.56504 5.84640 -1.20538 0.1 -0.3 0.1
C -1.30110 4.97349 -2.01081 0.2 -0.1 0.1
C -1.08663 3.59482 -1.93257 0.0 0.0 0.2
C 1.59489 0.89244 -1.66916 0.3 -0.4 0.2
C 2.60940 0.16525 -1.01182 -0.4 0.0 -0.3
C 3.78239 -0.16525 -1.68741 0.1 0.1 -0.2
C 3.96965 0.24665 -3.01423 -0.3 0.0 0.3
C 2.97690 0.99068 -3.66068 -0.2 0.1 0.2
C 1.79373 1.32186 -2.99001 0.2 -0.1 -0.1
H 1.35104 3.55593 0.45845 -0.2 0.2 -0.1
H 0.99507 6.01764 0.28211 -0.2 -0.2 -0.2
H -0.74353 6.92172 -1.26173 0.1 -0.4 0.0
H -2.05202 5.35965 -2.70178 0.3 -0.1 0.2
H -1.66091 2.93265 -2.57958 0.1 0.2 0.1
H -0.13455 -0.78766 -2.89544 -0.2 0.0 0.2
H -2.07801 -2.23478 -3.47955 -0.1 0.2 0.3
H -4.28448 -1.84751 -2.39137 0.3 0.2 0.2
H -4.63269 0.16537 -0.93807 0.3 -0.1 -0.2
H -2.81105 1.84557 -0.69551 0.1 -0.4 -0.1
H 2.46037 -0.13339 0.02945 0.1 0.1 -0.3
H 4.55986 -0.74005 -1.17912 -0.2 0.2 -0.2
H 4.89214 -0.00837 -3.53729 -0.3 0.1 0.2
H 3.12207 1.31965 -4.69164 0.0 -0.1 0.3
H 1.03009 1.91914 -3.49221 0.2 -0.1 0.1
H -0.88048 -2.30212 -0.56978 4.0 0.6 -0.6
H -0.18531 -1.76202 -0.44725 -0.9 -3.7 -1.3
N -0.06759 -4.85887 6.08262 0.5 0.6 -0.3
C 0.98209 -4.39327 5.31771 0.6 -1.2 1.3
O 2.13967 -4.74483 5.50552 -1.3 0.8 -0.7
C 0.57977 -3.49105 4.18853 0.1 0.7 -1.1
C -0.72256 -3.46135 3.68594 -0.5 0.1 -0.2
C -1.04085 -2.63114 2.61647 1.2 0.4 -0.1
N -0.12190 -1.82295 2.01941 0.1 -0.7 0.6
C 1.15665 -1.84367 2.50307 -0.9 -0.2 -0.2
C 1.53022 -2.66958 3.55783 -0.2 0.0 0.1
H 0.19717 -5.31587 6.94450 0.0 -0.1 -0.1
H -0.92205 -4.32427 6.12474 0.1 -0.1 0.1
H -1.50635 -4.08358 4.10899 0.2 0.1 -0.1
H -2.07633 -2.59544 2.22682 0.3 -0.1 0.3
H 1.88185 -1.18207 2.02286 -0.3 -0.2 0.1
H 2.56222 -2.67361 3.89636 -0.2 -0.1 0.0
```
Forces are in eV/Å.

As for the net charge: +2. The calculation puts the LUMO energy (alpha / beta) at -0.304 / -0.299 Ha. Its energy relative to the best compared isomer or geometry (same formula, charge and spin) is 78.1 kJ/mol. The spin multiplicity is 6.